Formula: C2H6OS
Source: OMol25
Level of theory: ωB97M-V/def2-TZVPD

LUMO level, eV: 0.7
SMILES: C=CO.S
Energy above the lowest of the compared OMol25 structures with the same formula, charge and spin, kJ/mol: 63.1
Charge: 0
HOMO-LUMO gap, eV: 10.061
Energy, Eh: -553.17939

CARTESIAN COORDINATES (ANGSTROEM)
1 S -0.208 -3.910 0.694
2 O 0.924 1.611 -1.485
3 C -0.006 2.484 0.489
4 C 0.153 1.475 -0.360
5 H -0.303 -5.237 0.673
6 H 0.452 3.435 0.262
7 H 1.551 0.888 -1.569
8 H -0.379 0.544 -0.183
9 H -0.745 2.456 1.280
10 H -1.438 -3.745 0.200

List of Löwdin charges in e, atom by atom: S 0.463; O -0.022; C 0.010; C -0.290; H -0.234; H 0.058; H 0.095; H 0.101; H 0.051; H -0.231